Record 1
{
  "formula": "C35H27BrClN3O4",
  "method": "the ωB97M-V functional and the def2-TZVPD basis",
  "species": ["C", "C", "C", "C", "C", "C", "C", "C", "C", "O", "N", "C", "C", "C", "C", "C", "C", "C", "C", "O", "C", "C", "C", "C", "C", "C", "C", "Cl", "C", "C", "C", "O", "N", "C", "C", "C", "C", "C", "Br", "C", "C", "O", "N", "C", "H", "H", "H", "H", "H", "H", "H", "H", "H", "H", "H", "H", "H", "H", "H", "H", "H", "H", "H", "H", "H", "H", "H", "H", "H", "H", "H"],
  "coordinates": [[-1.043, -4.053, -2.129], [0.142, -3.170, -2.359], [0.917, -3.297, -3.503], [2.012, -2.476, -3.704], [2.335, -1.516, -2.766], [1.572, -1.374, -1.612], [1.986, -0.313, -0.630], [2.462, -0.819, 0.774], [1.834, -2.136, 1.189], [2.120, -3.240, 0.817], [0.864, -1.854, 2.135], [-0.004, -2.871, 2.702], [-1.270, -3.048, 1.901], [-2.060, -1.947, 1.591], [-3.224, -2.101, 0.860], [-3.620, -3.362, 0.448], [-2.845, -4.465, 0.766], [-1.669, -4.308, 1.480], [0.838, -0.544, 2.539], [0.082, -0.094, 3.359], [1.926, 0.206, 1.780], [1.330, 1.352, 0.938], [2.259, 2.575, 0.780], [3.658, 2.266, 0.332], [4.657, 1.962, 1.249], [5.940, 1.658, 0.831], [6.237, 1.669, -0.523], [7.835, 1.287, -1.053], [5.263, 1.997, -1.453], [3.984, 2.295, -1.021], [-0.018, 1.888, 1.431], [-0.196, 2.658, 2.333], [-0.951, 1.407, 0.548], [-2.346, 1.574, 0.699], [-2.902, 1.552, 1.974], [-4.269, 1.694, 2.124], [-5.090, 1.849, 1.020], [-4.516, 1.867, -0.239], [-5.630, 2.082, -1.767], [-3.151, 1.739, -0.421], [-0.362, 0.654, -0.502], [-0.974, 0.145, -1.399], [0.985, 0.697, -0.306], [0.484, -2.211, -1.415], [-1.272, -4.639, -3.015], [-1.913, -3.454, -1.865], [-0.845, -4.733, -1.302], [0.662, -4.043, -4.241], [2.612, -2.581, -4.596], [3.187, -0.871, -2.928], [2.831, 0.228, -1.070], [3.547, -0.921, 0.770], [0.562, -3.805, 2.731], [-0.249, -2.549, 3.720], [-1.774, -0.967, 1.938], [-3.822, -1.235, 0.619], [-4.531, -3.485, -0.118], [-3.152, -5.450, 0.449], [-1.060, -5.169, 1.715], [2.666, 0.570, 2.491], [1.788, 3.250, 0.062], [2.271, 3.074, 1.752], [4.443, 1.983, 2.308], [6.709, 1.424, 1.550], [5.507, 2.024, -2.504], [3.228, 2.561, -1.746], [-2.266, 1.428, 2.837], [-4.702, 1.677, 3.112], [-6.157, 1.954, 1.133], [-2.723, 1.746, -1.410], [-0.131, -2.123, -0.531]],
  "lumo_energy_ev": 0.5,
  "smiles": "Cc1cccc([C@@H]2[C@@H]3C(=O)N(Cc4ccccc4)C(=O)[C@@H]3[C@]3(Cc4ccc(Cl)cc4)C(=O)N(c4cccc(Br)c4)C(=O)N23)c1",
  "homo_lumo_gap_ev": 9.4,
  "multiplicity": 1
}

Record 2
{
  "formula": "C35H27CrNO5",
  "method": "the ωB97M-V functional and the def2-TZVPD basis",
  "species": ["C", "C", "O", "C", "C", "N", "C", "C", "C", "C", "C", "C", "C", "C", "C", "C", "C", "C", "C", "O", "H", "H", "H", "H", "H", "H", "H", "H", "H", "H", "H", "H", "H", "H", "H", "H", "O", "C", "Cr", "C", "O", "C", "O", "C", "C", "C", "C", "C", "C", "C", "C", "C", "C", "C", "C", "C", "C", "C", "H", "H", "H", "H", "H", "H", "H", "H", "H", "H", "H"],
  "coordinates": [[5.413, 0.283, 3.152], [4.074, 0.914, 3.467], [3.283, 0.990, 2.281], [2.030, 1.628, 2.437], [0.908, 0.698, 2.538], [-0.302, 1.114, 2.568], [-1.259, 0.106, 2.580], [-2.656, 0.569, 2.714], [-3.767, -0.266, 2.821], [-5.037, 0.252, 2.946], [-5.233, 1.620, 2.956], [-4.148, 2.468, 2.841], [-2.880, 1.944, 2.720], [-0.843, -1.191, 2.454], [-1.683, -2.338, 2.602], [-1.172, -3.572, 2.738], [0.249, -3.798, 2.748], [1.112, -2.801, 2.548], [0.613, -1.434, 2.242], [1.863, 2.837, 2.469], [6.021, 0.079, 4.036], [5.264, -0.656, 2.615], [5.981, 0.924, 2.479], [3.516, 0.323, 4.205], [4.167, 1.931, 3.869], [1.297, -0.458, 2.489], [-3.495, -1.439, 2.777], [-5.884, -0.405, 3.062], [-6.222, 2.034, 3.063], [-4.287, 3.537, 2.869], [-2.027, 2.597, 2.630], [-2.847, -2.059, 2.690], [-1.834, -4.406, 2.883], [0.611, -4.799, 2.907], [2.173, -2.999, 2.537], [1.451, -0.740, 1.690], [9.136, -1.217, -0.611], [8.177, -1.718, -0.968], [6.621, -2.509, -1.586], [5.620, -1.571, -0.327], [5.011, -1.004, 0.450], [6.667, -3.974, -0.437], [6.679, -4.877, 0.259], [7.407, -3.473, -3.335], [7.531, -2.067, -3.493], [6.419, -1.216, -3.292], [5.128, -1.772, -2.984], [4.024, -0.949, -2.759], [3.095, -0.188, -2.396], [2.191, 0.650, -1.903], [2.472, 1.986, -1.514], [1.478, 2.807, -0.955], [1.763, 4.092, -0.570], [3.038, 4.599, -0.730], [4.034, 3.812, -1.282], [3.759, 2.527, -1.670], [5.019, -3.202, -2.859], [6.141, -4.042, -3.041], [8.281, -4.116, -3.454], [8.503, -1.639, -3.752], [6.533, -0.132, -3.374], [1.197, 0.270, -1.739], [0.493, 2.402, -0.802], [0.995, 4.693, -0.109], [3.255, 5.601, -0.404], [5.029, 4.212, -1.394], [4.540, 1.910, -2.081], [4.040, -3.636, -2.653], [6.032, -5.128, -2.958]],
  "lumo_energy_ev": [-4.2, -7.0],
  "homo_lumo_gap_ev": [5.0, 2.7],
  "charge": 1,
  "multiplicity": 4
}

Record 3
{
  "formula": "C35H27F5N6O4S3Ta",
  "method": "the ωB97M-V functional and the def2-TZVPD basis",
  "species": ["Ta", "C", "C", "N", "C", "C", "N", "C", "O", "O", "C", "O", "O", "H", "H", "H", "H", "H", "C", "C", "C", "C", "C", "C", "C", "C", "C", "C", "N", "C", "C", "C", "C", "C", "N", "H", "H", "H", "H", "H", "H", "H", "H", "H", "H", "H", "H", "H", "H", "H", "H", "H", "S", "C", "S", "C", "N", "N", "C", "C", "C", "C", "C", "C", "S", "H", "H", "H", "H", "H", "F", "C", "C", "C", "F", "C", "F", "C", "F", "C", "F"],
  "coordinates": [[-0.923, -0.012, 0.647], [0.650, -1.239, 4.383], [0.524, 0.175, 3.936], [0.139, 0.615, 2.756], [0.108, 2.001, 2.851], [0.487, 2.392, 4.092], [0.759, 1.231, 4.749], [0.689, 3.683, 4.814], [0.395, 4.799, 4.172], [1.111, 3.644, 5.937], [-0.435, 2.762, 1.736], [-0.581, 3.946, 1.663], [-0.825, 1.903, 0.763], [0.604, -1.905, 3.531], [-0.169, -1.495, 5.059], [1.590, -1.402, 4.909], [1.076, 1.219, 5.710], [0.024, 4.621, 3.280], [-4.721, -3.840, -0.023], [-4.434, -2.437, 0.532], [-4.674, -1.351, -0.497], [-5.991, -1.055, -0.841], [-6.283, -0.171, -1.864], [-5.253, 0.435, -2.568], [-3.926, 0.207, -2.232], [-2.837, 0.866, -3.039], [-2.275, -0.042, -4.140], [-3.662, -0.681, -1.187], [-2.268, -0.983, -0.809], [-1.844, -2.171, -1.183], [-0.732, -2.723, -0.535], [-0.016, -3.890, -0.686], [0.956, -3.906, 0.332], [0.798, -2.744, 1.058], [-0.241, -2.008, 0.566], [-4.690, -4.588, 0.771], [-3.984, -4.126, -0.780], [-5.704, -3.885, -0.493], [-3.415, -2.405, 0.910], [-5.084, -2.254, 1.389], [-6.793, -1.540, -0.297], [-7.314, 0.039, -2.124], [-5.475, 1.120, -3.381], [-2.033, 1.180, -2.382], [-3.245, 1.772, -3.482], [-1.614, -0.812, -3.730], [-1.695, 0.535, -4.862], [-3.080, -0.545, -4.680], [-2.398, -2.728, -1.931], [-0.184, -4.641, -1.446], [1.699, -4.669, 0.510], [1.385, -2.399, 1.890], [-4.500, 5.137, 1.833], [-4.048, 3.583, 1.698], [-3.787, 2.499, 3.043], [-3.345, 1.235, 1.946], [-3.374, 1.548, 0.704], [-3.748, 2.855, 0.556], [-3.927, 3.370, -0.776], [-5.202, 3.482, -1.300], [-5.356, 4.006, -2.574], [-4.239, 4.410, -3.302], [-2.969, 4.299, -2.753], [-2.809, 3.779, -1.475], [-2.613, -0.254, 2.470], [-6.058, 3.174, -0.711], [-6.348, 4.106, -2.998], [-4.362, 4.823, -4.295], [-2.103, 4.634, -3.309], [-1.830, 3.712, -1.012], [2.621, -0.385, 1.846], [2.451, 0.119, 0.609], [1.205, 0.262, 0.022], [1.209, 0.764, -1.257], [-0.019, 0.901, -1.840], [2.328, 1.121, -1.969], [2.256, 1.590, -3.209], [3.550, 0.969, -1.342], [4.665, 1.293, -1.977], [3.612, 0.465, -0.054], [4.796, 0.313, 0.527]],
  "lumo_energy_ev": -4.8,
  "homo_lumo_gap_ev": 5.9,
  "charge": 1,
  "multiplicity": 1
}